Molecular formula: C69H81N11O9P2
Method: DFT, wB97M-V/def2-TZVPD

```
172
Properties=species:S:1:pos:R:3:forces:R:3:lowdin_charge:R:1
C 8.6135 -2.4126 0.8646 -0.2 0.2 0.6 -0.092
C 8.1341 -0.9299 1.2561 0.7 -1.6 1.5 -0.320
O 7.7962 -0.1075 0.1014 0.5 2.2 2.1 -0.253
P 7.6988 1.5503 0.5905 -1.2 0.5 -1.5 0.712
O 7.1581 2.4455 -0.5310 1.6 -2.1 2.3 -0.324
C 6.5213 1.5822 2.0711 0.2 -0.5 0.1 -0.204
C 5.5371 2.8509 2.1045 -0.1 0.0 1.4 -0.214
C 3.9980 2.3888 2.3488 0.7 -0.2 -0.8 -0.112
C 3.4250 1.9737 0.9098 -0.7 2.0 -0.5 -0.267
O 3.8097 0.6227 0.5483 -1.6 -0.3 1.3 -0.003
C 2.7718 -0.2271 1.0492 1.5 -2.2 0.7 -0.323
O 3.0308 -1.3379 1.5554 -1.1 4.4 -2.2 0.097
C 1.3643 0.5311 0.8578 0.6 0.5 0.2 -0.234
C 0.4299 -0.2107 -0.2283 -0.6 -0.4 0.5 -0.111
O 1.1053 -1.4089 -0.7162 -1.3 0.6 2.7 -0.184
O 1.3957 -1.2785 -2.0479 0.9 0.0 -2.7 -0.044
P 0.4523 0.2311 2.4964 -0.7 -2.0 1.9 0.707
N 0.1661 -1.3211 2.7966 0.3 2.0 -1.2 -0.183
O -1.0180 1.0986 2.4842 2.1 -1.3 0.2 -0.222
O 1.4623 0.7946 3.7770 -2.0 -0.2 -1.7 -0.213
C 1.8480 2.0433 0.6168 -0.1 0.4 1.7 -0.190
C 1.4456 2.8164 -0.7257 -0.1 -0.4 -0.4 -0.122
C 1.9495 2.1363 -2.0763 1.3 -1.8 -3.7 -0.159
C 3.4341 1.7595 -2.3857 -1.7 -0.6 -1.8 -0.007
C 3.8986 1.0475 -3.7083 -4.3 0.8 0.6 -0.054
C 2.8366 0.6963 -4.7799 -0.8 1.8 3.4 -0.068
C 1.3236 1.0983 -4.5317 2.5 0.7 2.8 -0.074
C 0.9152 1.7968 -3.2172 3.1 -0.7 -0.2 -0.053
O 9.2482 1.9615 1.1595 -2.2 -0.3 -1.5 -0.277
C 9.9875 2.7891 0.2190 1.9 0.7 -0.3 -0.285
C 10.2161 2.1365 -1.2290 -0.8 1.4 -0.9 -0.104
H 9.6401 -2.4382 0.3576 -1.7 0.1 0.4 0.081
H 8.7417 -3.0030 1.8525 -0.2 1.0 -1.5 0.080
H 7.7913 -2.9528 0.2854 1.3 0.8 0.5 0.082
H 8.9834 -0.4792 1.8999 -1.3 -0.4 -1.2 0.122
H 7.2443 -1.0644 1.9830 1.1 0.4 -1.4 0.113
H 5.8974 0.6176 2.0109 1.0 1.4 0.0 0.090
H 7.1647 1.5230 3.0130 -0.9 0.0 -1.2 0.080
H 5.8387 3.4756 3.0253 -0.4 -0.9 -1.5 0.096
H 5.6206 3.5459 1.2045 -0.1 -1.2 1.2 0.095
H 3.4337 3.2941 2.7715 0.6 -1.4 -0.6 0.126
H 3.9623 1.4905 3.0684 -0.1 1.5 -0.9 0.123
H 3.8254 2.8247 0.2342 0.0 -2.1 0.6 0.147
H 0.0334 0.4597 -1.0595 1.1 -0.9 1.0 0.126
H -0.5004 -0.5938 0.3445 1.5 0.5 -1.0 0.109
H 2.2077 -1.8264 -2.1803 -0.7 0.7 0.5 0.133
H 0.5171 -1.8775 1.9994 -0.1 0.1 0.7 -0.016
H -1.7517 0.4252 2.5913 0.9 0.6 0.0 0.049
H 1.3272 0.1684 4.5310 0.1 0.4 -1.0 0.063
H 1.4437 2.6469 1.5010 0.2 -0.5 -1.3 0.138
H 0.2950 2.8859 -0.7471 1.7 -0.2 -0.1 0.121
H 1.8117 3.9123 -0.6678 -0.4 -1.8 0.0 0.131
H 4.2808 1.9869 -1.6408 -1.6 -0.4 -1.3 0.084
H 5.0023 0.7739 -3.8383 -1.9 0.5 0.2 0.092
H 3.1715 0.1595 -5.7249 -0.7 0.9 1.4 0.082
H 0.5094 0.8726 -5.2969 1.4 0.3 1.1 0.071
H -0.1841 2.0803 -3.0132 1.9 -0.6 -0.6 0.097
H 9.5408 3.8536 0.1831 0.4 -1.9 -0.2 0.124
H 11.0398 2.9308 0.6811 -1.8 -0.4 -0.4 0.121
H 11.2884 2.3392 -1.6040 -1.6 -0.6 0.8 0.080
H 9.5343 2.7213 -1.9599 1.0 -1.1 1.1 0.081
H 9.9032 1.0432 -1.3191 0.7 1.5 0.4 0.078
C -4.0860 -0.3253 -4.5209 -0.1 0.0 0.2 -0.079
C -4.0664 0.4971 -5.6378 0.1 -0.1 0.1 -0.075
C -2.9420 0.4747 -6.4477 0.5 -0.3 0.0 -0.154
N -1.8663 -0.2953 -6.2127 -0.5 0.0 0.4 0.050
C -1.9122 -1.0807 -5.1245 0.2 0.3 -0.5 -0.154
C -2.9903 -1.1320 -4.2561 -0.1 0.1 0.0 -0.070
H -4.9481 -0.3377 -3.8627 0.0 0.0 -0.1 0.082
H -4.9049 1.1405 -5.8742 0.0 0.0 0.0 0.098
H -2.8796 1.0976 -7.3343 0.0 0.0 0.0 0.100
H -1.0301 -1.6908 -4.9567 0.0 0.0 0.1 0.104
H -2.9744 -1.7862 -3.3935 0.0 0.0 -0.1 0.080
C -10.0866 0.2043 -3.5240 -0.1 0.0 0.0 -0.081
C -9.1713 -0.3740 -2.6562 -0.1 0.1 -0.1 -0.068
C -7.9615 -0.8091 -3.1734 0.4 0.0 -0.4 -0.167
N -7.6230 -0.7063 -4.4711 -0.6 0.3 0.2 0.050
C -8.5279 -0.1439 -5.2886 0.5 -0.3 0.2 -0.150
C -9.7622 0.3246 -4.8681 0.0 0.0 0.1 -0.075
H -11.0439 0.5581 -3.1566 0.1 0.0 0.0 0.105
H -9.3920 -0.4841 -1.6017 0.1 0.0 0.0 0.104
H -7.2112 -1.2655 -2.5338 -0.1 0.0 0.1 0.081
H -8.2299 -0.0753 -6.3301 -0.1 0.0 0.0 0.104
H -10.4525 0.7714 -5.5727 0.1 0.0 0.0 0.101
C -6.6117 0.9340 4.1428 -0.1 0.0 0.0 -0.078
C -5.7038 0.3526 5.0158 -0.1 0.0 -0.1 -0.072
C -4.4898 -0.0790 4.5072 0.3 -0.1 -0.5 -0.144
N -4.1398 0.0287 3.2151 -0.4 0.4 0.2 0.053
C -5.0377 0.5936 2.3915 0.5 -0.3 0.1 -0.145
C -6.2756 1.0597 2.8026 0.0 0.0 0.1 -0.072
H -7.5723 1.2855 4.5032 0.1 0.0 0.0 0.106
H -5.9335 0.2376 6.0677 0.0 0.0 -0.1 0.103
H -3.7457 -0.5371 5.1507 -0.1 0.0 0.0 0.104
H -4.7306 0.6662 1.3530 -0.1 0.0 0.0 0.101
H -6.9597 1.5088 2.0936 0.1 0.0 0.0 0.102
C 6.0819 8.7781 3.2837 0.0 0.1 0.0 -0.082
C 4.8769 8.3130 2.7776 0.1 0.0 0.0 -0.076
C 4.8085 6.9950 2.3557 0.4 -0.5 0.0 -0.147
N 5.8427 6.1399 2.4040 0.0 0.7 0.2 0.059
C 6.9972 6.6161 2.8964 -0.4 -0.4 -0.2 -0.146
C 7.1665 7.9153 3.3471 -0.1 0.1 0.0 -0.074
H 6.1750 9.8033 3.6254 0.0 -0.1 0.0 0.105
H 4.0102 8.9590 2.7126 0.0 -0.1 0.0 0.101
H 3.8873 6.5838 1.9553 0.0 0.1 0.0 0.101
H 7.8168 5.9047 2.9221 0.0 0.1 0.0 0.104
H 8.1217 8.2446 3.7368 0.0 0.0 0.0 0.102
C -9.9995 -4.4713 -4.5384 0.0 0.0 0.0 -0.077
C -8.6758 -4.0774 -4.4053 -0.2 0.0 0.0 -0.063
C -7.6918 -5.0504 -4.4806 0.1 -0.6 -0.1 -0.145
N -7.9444 -6.3560 -4.6714 -0.5 0.4 0.1 0.051
C -9.2337 -6.7099 -4.7953 0.6 0.0 0.0 -0.167
C -10.2890 -5.8138 -4.7385 0.0 0.1 0.0 -0.081
H -10.7982 -3.7390 -4.4865 0.1 0.0 0.0 0.104
H -8.4140 -3.0387 -4.2473 0.0 -0.2 -0.1 0.067
H -6.6421 -4.7917 -4.3856 -0.1 0.1 0.0 0.105
H -9.4092 -7.7705 -4.9465 -0.1 0.0 0.0 0.099
H -11.3107 -6.1561 -4.8470 0.1 0.0 0.0 0.099
C -0.0027 -0.2235 7.6801 0.0 -0.1 -0.1 -0.082
C 0.3225 -0.2523 9.0288 0.0 0.0 -0.1 -0.080
C 0.3779 0.9501 9.7152 -0.1 0.6 -0.1 -0.157
N 0.1388 2.1450 9.1509 0.0 -0.6 -0.4 0.052
C -0.1717 2.1448 7.8448 0.1 0.2 0.6 -0.150
C -0.2564 0.9977 7.0720 0.0 -0.2 0.0 -0.079
H -0.0576 -1.1438 7.1082 0.0 0.1 0.0 0.107
H 0.5277 -1.1872 9.5354 0.0 0.1 0.0 0.100
H 0.6246 0.9793 10.7717 0.0 -0.1 0.0 0.101
H -0.3577 3.1234 7.4140 0.0 -0.1 0.0 0.104
H -0.5137 1.0572 6.0213 0.0 0.1 0.0 0.091
C 6.0970 -0.8867 7.3178 -0.1 0.0 0.1 -0.080
C 6.8683 -1.7284 6.5296 -0.1 0.1 0.1 -0.073
C 7.6705 -1.1595 5.5537 0.1 0.5 -0.2 -0.152
N 7.7436 0.1612 5.3221 -0.4 -0.3 0.4 0.053
C 6.9855 0.9528 6.0979 0.4 -0.2 -0.4 -0.155
C 6.1543 0.4826 7.1016 0.0 -0.1 0.0 -0.073
H 5.4571 -1.2938 8.0931 0.0 0.0 -0.1 0.105
H 6.8472 -2.8019 6.6701 0.0 0.1 0.0 0.102
H 8.2941 -1.7759 4.9141 0.0 0.0 0.0 0.099
H 7.0617 2.0152 5.8881 0.0 0.0 0.1 0.102
H 5.5662 1.1686 7.6984 0.0 0.0 -0.1 0.102
C 1.4523 4.8604 -8.9127 0.0 0.2 0.0 -0.090
C 1.5338 3.6634 -9.6019 0.0 0.0 0.0 -0.083
C 1.7720 2.5066 -8.8799 0.1 -0.3 0.7 -0.150
N 1.9348 2.4686 -7.5453 -0.1 0.9 -0.4 0.066
C 1.8556 3.6501 -6.9004 0.1 -0.7 -0.2 -0.142
C 1.6150 4.8591 -7.5371 0.0 -0.1 0.0 -0.076
H 1.2651 5.7881 -9.4428 0.0 -0.1 0.0 0.104
H 1.4133 3.6276 -10.6775 0.0 0.0 0.1 0.100
H 1.8383 1.5446 -9.3779 0.0 0.0 0.0 0.101
H 1.9963 3.5984 -5.8250 0.0 0.0 0.0 0.093
H 1.5591 5.7788 -6.9681 0.0 -0.1 0.0 0.100
C -3.4988 -4.1779 0.0289 0.0 -0.1 0.0 -0.064
C -4.8196 -4.6042 0.0370 0.2 0.0 0.0 -0.062
C -5.7857 -3.7529 -0.4746 0.0 0.5 -0.2 -0.146
N -5.5196 -2.5363 -0.9758 0.4 -0.3 0.2 0.055
C -4.2342 -2.1482 -0.9704 -0.6 0.0 0.0 -0.171
C -3.1952 -2.9251 -0.4854 0.0 -0.1 0.0 -0.065
H -2.7134 -4.8159 0.4192 -0.1 0.1 0.0 0.110
H -5.0928 -5.5753 0.4311 -0.1 0.1 0.0 0.094
H -6.8316 -4.0416 -0.4932 0.0 0.0 0.0 0.092
H -4.0494 -1.1597 -1.3800 0.1 0.0 0.0 0.093
H -2.1751 -2.5612 -0.5086 0.0 0.0 0.0 0.098
C -7.7349 -9.5097 -0.1271 0.0 -0.1 0.0 -0.080
C -7.4109 -9.5418 1.2214 0.0 0.0 -0.1 -0.078
C -7.3505 -8.3412 1.9101 -0.1 0.6 -0.1 -0.156
N -7.5836 -7.1436 1.3486 0.0 -0.6 -0.5 0.052
C -7.8940 -7.1414 0.0396 0.1 0.1 0.6 -0.156
C -7.9831 -8.2874 -0.7340 0.0 -0.1 0.0 -0.068
H -7.7933 -10.4289 -0.6998 0.0 0.1 0.0 0.106
H -7.2101 -10.4784 1.7266 0.0 0.1 0.0 0.100
H -7.1045 -8.3155 2.9667 0.0 -0.1 0.0 0.101
H -8.0756 -6.1615 -0.3908 0.0 -0.1 -0.1 0.091
H -8.2393 -8.2257 -1.7845 0.0 0.1 0.0 0.096
```
Forces are in eV/Å.

Its structure (SMILES) is CCOP(=O)(CCC[C@H]1OC(=O)[C@@](COO)(P(=N)(O)O)[C@@H]1Cc1ccccc1)OCC.c1ccncc1.c1ccncc1.c1ccncc1.c1ccncc1.c1ccncc1.c1ccncc1.c1ccncc1.c1ccncc1.c1ccncc1.c1ccncc1. As for the frontier orbital gap: 8.54 eV. For the total energy, the calculation gives -4639.7674 Eh.